9 unconnected molecules or ions with the total composition C9H36O9, computed with wB97M-V/def2-TZVPD.

Summary:
ΔE to the lowest compared entry with this formula, charge and spin: 4.7406 eV
SMILES: CO.CO.CO.CO.CO.CO.CO.CO.CO
charge: 0
HOMO energy: -9.36 eV
electronic energy: -1041.49658 a.u.

Each line ends with the natural charge from an NBO analysis.
Cartesian coordinates (Å):
C  13.2277  -5.1604  -10.2034  -0.246
O  13.1411  -5.3215  -8.8019  -0.751
H  12.8586  -4.1756  -10.5254  0.156
H  14.2671  -5.2345  -10.5198  0.178
H  12.6414  -5.9114  -10.7460  0.158
H  12.2238  -5.5858  -8.6238  0.494
C  15.0372  -10.0706  -5.0991  -0.268
O  15.3765  -10.9793  -6.1548  -0.751
H  15.4797  -9.0847  -5.2747  0.187
H  13.9559  -10.0001  -5.0556  0.195
H  15.4140  -10.4064  -4.1255  0.166
H  16.2531  -11.3457  -6.0226  0.483
C  9.5799  -5.2474  -7.3265  -0.248
O  10.3459  -5.5781  -8.4766  -0.754
H  9.1581  -6.1769  -6.9371  0.176
H  10.2106  -4.8258  -6.5508  0.189
H  8.7729  -4.5440  -7.5342  0.173
H  9.7506  -5.7526  -9.2091  0.479
C  7.7707  -6.7824  -3.3565  -0.247
O  8.4122  -5.7851  -4.1517  -0.736
H  6.6971  -6.7130  -3.5111  0.178
H  8.1267  -7.7776  -3.6384  0.164
H  7.9839  -6.6510  -2.2936  0.172
H  9.1358  -5.4041  -3.6485  0.473
C  12.8515  -10.0752  -2.1288  -0.252
O  11.9624  -9.8076  -3.2098  -0.751
H  13.7207  -9.4273  -2.2306  0.186
H  12.3953  -9.8711  -1.1596  0.178
H  13.2072  -11.1040  -2.2025  0.172
H  11.4291  -10.5907  -3.3651  0.482
C  11.7617  -7.2916  -5.8638  -0.265
O  12.7465  -7.5723  -4.8743  -0.779
H  12.1989  -6.6142  -6.5947  0.190
H  11.4694  -8.1968  -6.4073  0.181
H  10.8572  -6.8633  -5.4251  0.170
H  12.4587  -8.3462  -4.3749  0.506
C  13.6274  -6.2065  -1.6527  -0.251
O  12.7712  -5.8019  -0.5886  -0.735
H  12.9922  -6.4841  -2.4886  0.191
H  14.2775  -5.4003  -1.9984  0.177
H  14.2544  -7.0548  -1.3616  0.152
H  13.2986  -5.5344  0.1675  0.462
C  15.0528  -4.7119  -5.0929  -0.252
O  15.0279  -6.0018  -4.4879  -0.764
H  14.5285  -4.7032  -6.0544  0.178
H  14.5427  -3.9631  -4.4699  0.151
H  16.0913  -4.4216  -5.2309  0.174
H  14.2375  -6.4818  -4.7737  0.499
C  13.8762  -8.4220  -7.9016  -0.254
O  13.5843  -9.8230  -7.8707  -0.758
H  14.8581  -8.2295  -8.3399  0.160
H  13.1036  -7.9228  -8.4742  0.178
H  13.8609  -7.9949  -6.8929  0.166
H  14.2202  -10.2451  -7.2839  0.486

Force components x, y, z for each atom (eV/Å):
-0.180 0.301 -0.264
-0.086 -0.220 -0.081
0.034 -0.068 0.104
0.035 -0.099 0.117
0.134 -0.071 0.068
0.106 0.291 0.092
0.721 0.034 0.298
-0.191 -0.058 0.386
-0.224 -0.003 -0.082
-0.035 0.039 -0.079
-0.125 -0.174 -0.137
0.051 0.136 0.005
-0.505 -0.649 0.224
0.263 0.351 -0.191
-0.210 0.214 0.235
0.265 0.064 -0.192
0.054 0.042 -0.130
-0.003 -0.040 0.012
0.393 0.019 0.054
-0.100 -0.014 0.039
-0.038 -0.028 -0.053
-0.115 0.006 -0.054
-0.086 0.068 -0.013
0.009 -0.048 0.015
0.293 -0.094 -0.170
-0.024 0.175 -0.012
-0.070 0.106 -0.082
-0.108 -0.129 -0.017
0.000 -0.026 0.275
-0.067 0.058 -0.057
-0.256 -0.269 -0.037
-0.171 0.150 -0.194
-0.078 0.134 0.163
0.102 0.010 0.030
0.108 0.119 0.067
-0.053 -0.139 0.207
0.100 0.200 0.100
-0.176 -0.042 0.001
-0.012 -0.112 0.002
-0.005 0.001 0.056
-0.031 -0.036 -0.085
0.093 0.003 -0.055
-0.537 -0.236 0.088
0.233 0.244 -0.173
0.246 -0.074 -0.077
0.186 -0.077 0.096
0.017 0.068 -0.050
-0.052 -0.003 0.146
0.120 -0.509 0.376
-0.357 0.605 -0.166
-0.034 0.073 -0.157
0.027 -0.031 -0.219
0.161 -0.068 -0.182
0.178 -0.194 -0.247